Entry 1:
11
Properties=species:S:1:pos:R:3:mulliken_charge:R:1 method="wB97M-V/def2-TZVPD" lumo_energy_ha=-0.0291 e_above_lowest_kj_mol=574.6 e_tot_ha=-329.69503 e_homo_ha=-0.2498
O -1.749 2.411 0.562 -0.53
O 0.282 -0.658 -1.918 -0.74
O -0.551 0.225 0.823 0.29
C 1.020 -0.772 -0.891 -0.43
C 0.169 -0.944 0.568 -0.27
B -1.154 1.275 0.700 0.39
H -1.683 2.934 -0.245 0.37
H 1.649 -1.701 -0.818 0.24
H -0.535 -1.769 0.466 0.22
H 0.872 -1.108 1.386 0.26
H 1.681 0.107 -0.634 0.21

---

Entry 2:
74
Properties=species:S:1:pos:R:3:mulliken_charge:R:1 method="wB97M-V/def2-TZVPD" lumo_energy_ha=-0.1329 e_tot_ha=-2555.08454 total_charge=+1 e_homo_ha=-0.4471
I -4.764 -1.993 -2.705 0.15
I -0.894 -0.634 -1.079 0.06
O -4.478 3.192 -5.279 -0.55
O 4.884 -4.813 3.968 -0.35
O 3.770 -1.320 -1.209 -0.36
O 2.853 -2.495 -2.889 -0.32
O 6.280 -4.304 2.249 -0.53
O 2.977 -0.232 -3.041 -0.54
O -2.325 2.840 -5.918 -0.32
O -2.633 -2.771 1.410 -0.40
O 5.650 -2.713 3.743 -0.29
O -3.018 4.924 -5.445 -0.32
O -2.431 3.892 1.843 -0.34
N -3.276 1.895 0.451 -0.31
N -4.615 -1.584 0.314 -1.16
N -3.864 0.450 2.203 -0.28
N -4.146 -0.369 -0.190 0.59
N -3.384 1.621 2.693 0.42
C -3.589 -2.343 0.739 0.83
C 4.611 -4.125 5.186 0.49
C -2.989 2.595 1.697 0.19
C -4.017 -0.190 -1.687 -0.57
C 5.667 -3.976 3.225 0.65
C -2.551 0.272 -2.170 -0.13
C -2.271 0.759 4.767 -0.88
C -2.258 0.074 -3.742 -1.19
C 3.179 -1.249 -2.438 0.54
C 4.592 -3.060 0.269 -1.43
C 3.526 -2.639 -0.725 0.77
C -3.805 0.569 0.724 0.38
C -3.382 3.612 -5.525 0.66
C -0.167 2.626 1.816 -0.70
C 0.053 3.144 -6.289 -1.39
C 3.475 -3.422 -2.004 -0.55
C 3.314 -4.610 5.805 -1.35
C 4.626 -2.695 4.731 -0.49
C -3.206 1.964 4.155 -0.45
C -1.091 3.818 1.255 -0.30
C -1.336 3.742 -6.409 0.51
C -1.600 4.960 -5.573 -0.50
H 3.144 -5.666 5.575 0.35
H -1.090 3.777 0.106 0.26
H 2.446 -4.054 5.439 0.30
H -2.273 -1.013 -4.105 0.40
H 4.460 -3.668 -2.412 0.34
H -4.749 0.653 -1.987 0.54
H -0.098 2.596 2.975 0.20
H 4.968 -2.198 0.826 0.42
H -1.170 4.909 -4.567 0.29
H 2.549 -2.627 -0.227 0.17
H -1.841 1.015 5.796 0.34
H -1.277 5.884 -6.056 0.31
H 4.185 -3.779 0.984 0.33
H -1.433 0.612 3.976 0.25
H -2.940 0.777 -4.342 0.32
H 4.873 -1.997 5.534 0.30
H 0.913 2.850 1.443 0.39
H 2.883 -4.335 -1.918 0.31
H 0.710 3.546 -7.064 0.40
H -2.583 2.931 4.190 0.27
H -2.936 -0.182 4.755 0.32
H -1.561 3.929 -7.465 0.28
H 5.449 -3.531 -0.219 0.28
H -1.174 0.455 -3.920 0.34
H -4.179 -0.367 2.761 0.31
H -4.193 2.047 4.731 0.30
H -0.428 1.582 1.412 0.12
H 3.344 -4.497 6.892 0.36
H -2.483 1.417 -1.971 0.35
H 0.019 2.057 -6.399 0.34
H 0.514 3.359 -5.321 0.32
H 3.697 -2.373 4.247 0.29
H -0.557 4.811 1.537 0.36
H 5.440 -4.333 5.870 0.30

---

Entry 3:
23
Properties=species:S:1:pos:R:3:mulliken_charge:R:1 method="wB97M-V/def2-TZVPD" lumo_energy_ha=0.0352 e_above_lowest_kj_mol=37.6 e_tot_ha=-351.31585 smiles=Cc1ccccc1.CC e_homo_ha=-0.3308
C 0.420 1.582 0.923 -0.24
C -1.384 -1.491 -3.713 -0.78
C 0.479 -0.513 2.737 -0.60
C -0.727 -0.004 2.299 -0.39
C -2.540 -1.883 -2.765 -0.79
C 1.659 1.179 1.427 0.71
C 2.931 1.962 1.312 -1.32
C 1.649 0.096 2.311 -0.28
C -0.758 1.011 1.347 -0.54
H -1.717 1.360 0.995 0.39
H -2.948 -2.844 -3.071 0.28
H 3.263 2.182 0.290 0.33
H 2.624 -0.240 2.648 0.23
H 3.743 1.436 1.759 0.36
H 0.569 -1.348 3.418 0.37
H -0.690 -2.317 -3.882 0.27
H 0.445 2.321 0.126 0.34
H -2.270 -1.893 -1.712 0.27
H 2.854 2.946 1.771 0.28
H -1.648 -0.461 2.622 0.36
H -3.316 -1.126 -2.895 0.25
H -0.782 -0.695 -3.282 0.25
H -1.856 -1.261 -4.666 0.26

---

Entry 4:
40
Properties=species:S:1:pos:R:3:lowdin_spin:R:1 method="wB97M-V/def2-TZVPD" s2=2.007 lumo_energy_ha="-0.0071 / -0.0077" e_above_lowest_kj_mol=30.4 e_tot_ha=-4004.47435 multiplicity=3 e_homo_ha="-0.2688 / -0.2664"
Ni 0.034 -0.127 0.957 1.63
Cl 0.734 1.853 -0.426 0.03
Cl -1.384 3.521 -1.564 0.00
S 1.818 -1.394 0.065 0.09
S -1.287 -0.980 -0.862 0.08
N -1.345 -1.295 2.154 0.05
N -0.051 -1.930 -6.804 0.00
N 1.422 0.273 2.576 0.04
N -1.052 1.456 2.131 0.03
N 3.878 -2.028 -5.682 0.00
C 3.033 -1.916 -4.911 0.00
C -0.060 2.158 2.953 0.00
C -2.171 0.870 2.889 0.00
C -2.556 -0.472 2.286 0.00
C 2.316 -1.643 -2.594 0.00
C 1.988 -1.750 -3.937 0.00
C 1.343 -1.451 -1.613 0.01
C 0.646 -1.668 -4.327 0.00
C 0.867 1.149 3.615 0.00
C -0.315 2.143 -1.841 0.00
C 0.263 -1.808 -5.705 0.00
C -0.009 -1.317 -2.014 0.01
C -0.329 -1.449 -3.364 0.00
H 1.826 -0.572 2.964 0.00
H -1.854 0.721 3.924 0.00
H 3.353 -1.713 -2.295 0.00
H 1.635 1.667 4.193 0.00
H 0.333 2.351 -2.684 0.00
H 0.523 2.801 2.291 0.00
H -2.959 -0.323 1.283 0.00
H -1.529 -2.122 1.595 0.00
H -1.410 2.087 1.422 0.00
H -0.527 2.797 3.709 0.00
H -3.326 -0.954 2.893 0.00
H 2.179 0.728 2.071 0.00
H -3.032 1.541 2.911 0.00
H -0.917 1.247 -1.964 0.00
H 0.301 0.526 4.310 0.00
H -1.013 -1.603 3.063 0.00
H -1.365 -1.376 -3.669 0.00

---

Entry 5:
98
Properties=species:S:1:pos:R:3:mulliken_charge:R:1 method="wB97M-V/def2-TZVPD" lumo_energy_ha=0.0052 e_tot_ha=-53409.05868 e_homo_ha=-0.3225
Br 0.329 -3.688 4.304 0.20
Br -5.418 2.075 -5.575 -0.10
Br 0.302 2.527 -0.955 -0.12
Br -1.421 -3.830 1.060 -0.11
Br -2.555 2.678 -3.277 -0.02
Br -2.890 -0.892 -4.506 -0.11
Br -4.077 5.459 -5.065 -0.15
Br -0.522 -6.585 -5.754 -0.14
Br -5.131 -4.342 -6.711 -0.12
Br 1.169 5.352 3.654 -0.12
Br 0.969 -3.245 -5.260 -0.16
Br -2.743 -1.188 -0.837 -0.13
Br -8.674 0.327 -2.027 -0.18
Br 4.424 1.229 4.730 -0.11
Br 6.233 3.047 -1.241 -0.13
Br 5.729 4.020 2.716 -0.14
Br 3.591 5.617 -1.209 -0.11
Br -7.139 -1.275 -7.104 -0.15
Br 1.539 5.270 7.326 -0.15
Br -6.177 -2.397 -2.056 -0.12
S 6.028 -2.702 5.116 1.20
F 5.075 -2.310 8.574 -0.31
O 1.200 -3.995 6.347 -0.36
O 1.617 -2.734 5.892 -0.28
O 4.395 -2.333 5.081 -0.36
O 6.270 -3.964 4.481 -0.58
O 6.852 -1.782 4.373 -0.64
O 6.335 -2.718 6.749 -0.29
C 2.749 5.641 4.755 -0.23
C -6.349 3.788 -5.558 -0.64
C 4.240 -4.136 6.773 -1.19
C 6.249 4.855 -1.959 -0.61
C 4.024 -2.651 6.454 1.50
C -0.331 4.002 -2.058 -0.70
C 2.586 -2.136 6.731 -1.36
C -7.656 -3.023 -6.418 -0.62
C -5.519 4.854 -6.225 -0.55
C -1.119 -5.240 2.369 -0.63
C -6.558 -3.632 -5.587 -0.11
C -1.837 4.049 -2.099 -0.48
C -1.245 -4.710 3.776 -0.65
C 5.523 5.811 -1.050 -0.39
C -1.454 -1.756 -2.185 -0.61
C 4.361 -5.317 6.602 0.27
C -6.024 -0.552 -2.669 0.11
C -0.502 -3.798 -6.413 -0.53
C 6.687 2.578 3.609 -0.60
C 5.207 -1.963 7.246 0.33
C 2.777 4.703 5.932 -0.49
C -1.362 -0.753 -3.300 0.12
C -1.368 -4.830 -5.742 -0.05
C 5.936 1.279 3.500 -0.41
C -6.745 0.396 -1.751 -0.54
H -6.931 -4.488 -5.027 0.39
H 6.568 0.442 3.793 0.20
H 5.291 -0.860 7.201 0.35
H -7.273 3.618 -6.110 0.37
H -4.956 -0.343 -2.671 -0.24
H 5.539 1.097 2.505 0.39
H -2.297 3.903 -1.125 0.40
H -6.398 -0.525 -3.690 0.24
H 3.593 5.447 4.096 -0.04
H 4.527 -6.365 6.362 0.42
H -2.180 4.994 -2.520 0.26
H 5.729 6.842 -1.335 0.34
H -6.587 4.013 -4.522 0.35
H -1.591 -4.593 -4.705 0.14
H 3.759 4.711 6.403 0.34
H -7.930 -3.632 -7.276 0.40
H 0.067 4.901 -1.588 0.35
H 7.302 5.124 -2.034 0.35
H -1.071 -2.888 -6.604 0.26
H -0.141 -5.665 2.158 0.36
H -0.504 -1.830 -1.656 0.45
H 5.821 4.803 -2.957 0.38
H 2.512 3.682 5.670 0.27
H -2.104 -4.057 3.911 0.38
H 6.852 2.894 4.636 0.38
H -1.755 -2.746 -2.518 0.29
H -5.060 4.516 -7.151 0.36
H -0.492 -0.948 -3.924 0.22
H -6.463 1.425 -1.969 0.33
H 5.769 5.672 -0.001 0.15
H 2.747 6.689 5.042 0.41
H -6.569 0.190 -0.699 0.42
H -6.116 5.742 -6.424 0.36
H 0.119 3.880 -3.039 0.34
H 2.318 -2.193 7.813 0.40
H -8.540 -2.839 -5.810 0.37
H -1.328 0.274 -2.947 -0.21
H 7.645 2.511 3.097 0.39
H -2.301 -4.961 -6.288 -0.01
H -0.061 -4.147 -7.342 0.44
H -6.099 -2.928 -4.900 -0.17
H -1.886 -5.987 2.167 0.35
H -1.303 -5.533 4.490 0.32
H 2.579 -1.047 6.487 0.28
H 1.621 -4.188 7.217 0.35

---

Entry 6:
18
Properties=species:S:1:pos:R:3:mulliken_charge:R:1 method="wB97M-V/def2-TZVPD" lumo_energy_ha=0.0267 e_above_lowest_kj_mol=165.2 e_tot_ha=-799.29587 smiles="C[C@@H](O)[C@@H]1C(=O)N[C@H]1S" e_homo_ha=-0.3479
S -2.806 -1.105 -0.425 -0.22
O 2.310 0.627 -0.581 -0.55
O -0.125 2.766 -0.294 -0.59
N -1.734 1.301 0.584 -0.11
C 1.325 -0.128 0.191 0.11
C -0.558 1.704 -0.013 0.22
C -1.507 -0.147 0.496 -0.25
C -0.148 0.209 -0.277 -0.08
C 1.579 -1.670 -0.009 -1.30
H -2.504 1.864 0.986 0.18
H 2.628 -1.665 0.377 0.30
H 2.230 1.609 -0.290 0.37
H -1.246 -0.680 1.364 0.32
H -0.261 0.059 -1.311 0.41
H -3.079 -0.285 -1.359 0.13
H 0.864 -2.410 0.335 0.37
H 1.420 -0.001 1.258 0.33
H 1.611 -2.047 -1.032 0.36

---

Entry 7:
101
Properties=species:S:1:pos:R:3:lowdin_spin:R:1 method="wB97M-V/def2-TZVPD" s2=8.779 lumo_energy_ha="-0.2631 / -0.3984" e_tot_ha=-3530.89130 total_charge=+3 multiplicity=6 e_homo_ha="-0.5457 / -0.5811"
Ir -0.535 -0.643 0.934 2.09
S 0.256 2.001 -1.502 0.02
P 0.687 0.520 2.650 0.13
P 3.235 0.733 0.964 0.46
Si -0.155 -2.925 0.295 0.25
O -2.627 0.086 0.848 0.13
O 0.570 1.115 -0.264 0.14
N 2.400 0.626 2.397 0.16
N -4.279 -1.448 1.190 0.00
N -4.747 0.667 0.390 0.01
C 7.563 1.809 1.936 0.02
C 4.402 -3.441 -0.426 0.02
C 1.292 -0.378 6.583 0.00
C -2.821 -6.355 -1.540 0.29
C -1.436 -6.548 -1.328 0.04
C -3.451 -5.096 -1.258 0.09
C -3.046 4.090 -2.293 0.00
C -1.887 3.340 -2.415 0.00
C 3.361 -2.037 1.236 0.03
C 3.647 4.129 -1.501 0.01
C 0.584 4.603 3.132 0.00
C 2.697 3.126 -1.593 0.02
C 1.027 -2.918 -1.210 0.09
C -0.246 -1.329 4.472 0.01
C -1.494 3.669 3.911 0.00
C -1.044 2.401 3.587 0.01
C 0.400 -1.428 6.782 0.00
C 7.090 1.855 0.628 0.00
C -3.018 3.748 0.096 0.00
C -0.370 -1.903 5.731 0.00
C 0.228 2.227 3.029 0.03
C 0.954 4.702 -1.019 0.00
C 1.911 5.708 -0.960 0.01
C 3.251 5.424 -1.186 0.00
C 1.037 3.333 2.791 0.01
C -3.610 4.295 -1.038 0.00
C -3.841 -0.222 0.812 0.02
C -1.314 -4.248 -0.525 0.32
C 0.506 -3.953 1.739 0.04
C 4.010 -1.124 -0.920 0.02
C -1.311 2.803 -1.268 0.00
C 1.357 3.410 -1.326 0.01
C 0.641 -0.273 4.268 0.01
C 5.753 1.612 0.371 0.02
C 5.354 1.276 2.736 0.03
C -0.686 -5.511 -0.862 0.12
C 4.887 1.291 1.419 0.07
C -0.675 4.772 3.687 0.01
C -1.856 2.995 -0.013 0.00
C -2.708 -4.059 -0.786 0.08
C 4.480 -2.366 -1.307 0.00
C 3.481 -0.957 0.363 0.10
C 3.834 -3.279 0.832 0.00
C 1.404 0.209 5.334 0.00
C 6.694 1.529 2.983 0.00
H -3.501 4.525 -3.175 0.00
H 8.610 1.995 2.139 0.00
H 1.227 5.460 2.974 0.00
H 5.391 1.665 -0.652 0.00
H 3.986 6.220 -1.145 0.00
H 2.066 1.062 5.204 0.00
H -1.422 3.192 -3.386 0.00
H 4.712 1.028 3.573 0.00
H 0.569 -3.319 -2.117 0.00
H 2.020 3.231 2.341 0.00
H -4.427 1.570 0.085 0.00
H 2.983 2.128 -1.912 0.00
H 1.428 -4.465 1.442 0.00
H -0.844 -1.688 3.641 0.02
H 1.886 -0.006 7.409 0.00
H -1.377 2.580 0.862 0.00
H 0.380 -5.655 -0.723 0.00
H -0.219 -4.709 2.050 0.00
H -1.674 1.534 3.773 0.00
H 2.942 -1.908 2.229 0.00
H 0.301 -1.871 7.765 0.00
H -0.083 4.944 -0.835 0.00
H 1.599 6.722 -0.746 0.00
H -2.476 3.802 4.350 0.00
H 2.815 1.222 3.109 0.00
H -3.189 -3.106 -0.604 0.00
H 0.739 -3.334 2.609 0.00
H -1.014 5.764 3.960 0.00
H 1.357 -1.897 -1.416 0.01
H -5.262 -1.645 1.269 0.00
H 4.915 -2.498 -2.291 0.00
H -4.511 -4.965 -1.436 0.00
H 7.063 1.503 4.000 0.00
H 1.907 -3.522 -0.962 0.01
H -4.513 4.887 -0.943 0.00
H 3.790 -4.115 1.520 0.00
H -3.440 3.937 1.078 0.00
H -1.071 -2.712 5.895 0.00
H -5.729 0.461 0.342 0.00
H 4.783 -4.411 -0.724 0.00
H -0.970 -7.500 -1.550 0.00
H -3.645 -2.039 1.695 0.00
H 7.764 2.084 -0.188 0.00
H 4.059 -0.285 -1.608 0.00
H 4.689 3.912 -1.703 0.00
H -3.407 -7.166 -1.960 0.01

---

Entry 8:
7
Properties=species:S:1:pos:R:3:mulliken_charge:R:1 method="wB97M-V/def2-TZVPD" lumo_energy_ha="0.1407 / 0.1219" e_above_lowest_kj_mol=327.5 e_tot_ha=-650.61983 total_charge=-1 e_homo_ha="-0.1623 / -0.0058"
S 0.536 -0.342 3.432 -0.30
F 0.091 1.880 -1.733 -0.24
O 0.173 -1.428 0.926 -0.04
C 0.559 -0.879 1.920 -0.65
C -0.213 0.521 -1.674 -0.20
H -1.254 0.284 -2.005 0.19
H 0.109 -0.035 -0.866 0.23